Record 1
150
Properties=species:S:1:pos:R:3:forces:R:3 method="wB97M-V/def2-TZVPD" charge=+1 spin_multiplicity=1 total_energy_ha=-4351.2908
H -3.2893 -8.7801 -3.6664 0.07 0.14 0.32
O 9.9371 7.5922 9.9995 0.49 -0.25 -0.30
H -6.2102 2.8961 -8.5630 0.03 0.13 0.00
H 13.2212 5.8377 5.2719 -0.16 -0.11 0.02
C 13.1121 3.6736 4.9923 -0.12 -0.16 0.14
C 3.7978 -0.3242 -1.7960 -0.51 0.10 -0.43
H -7.1934 -12.1202 3.4458 -0.18 -0.02 0.10
H 8.3195 6.3068 10.3700 0.09 0.14 0.07
C 1.3923 -0.0434 -0.6766 0.73 -1.59 -0.26
H 0.2621 6.3492 -1.2780 0.20 -1.14 2.02
S -3.9246 2.9518 -4.0906 0.95 0.68 -0.69
H -5.7939 -5.3204 1.8335 -0.13 -0.02 0.10
H -2.1599 -3.3045 -7.7985 0.12 0.02 0.00
H 9.0302 3.0157 3.8448 -0.13 0.02 -0.06
H -5.0491 4.1370 -9.1046 -0.09 -0.27 0.22
H 4.1896 4.9707 -0.4384 -2.11 -1.09 1.00
H 0.8137 -0.9974 -0.3229 1.00 1.85 -0.81
H 3.6164 -1.3929 -2.2931 0.65 2.34 1.13
H -6.4206 -3.7783 1.2720 -0.14 -0.08 0.06
H 8.4736 6.9303 8.7395 0.31 0.08 0.18
H -3.9335 -7.8227 -2.3063 -0.02 0.06 -0.19
C 9.7726 7.3706 12.4404 -0.06 -0.61 0.34
C -1.0823 -2.3166 -9.4030 -0.01 -0.21 0.12
H 7.0892 4.4488 3.1046 -0.06 -0.18 0.02
C -8.2807 -12.0645 3.3292 0.11 0.04 -0.22
H -1.9910 -0.7982 -7.5517 -0.08 -0.24 0.04
H 2.6204 4.7404 -2.2562 -0.86 -1.53 1.79
O -3.9158 -0.2518 -10.1109 1.66 -1.18 0.90
C 7.3034 3.4839 2.6357 0.41 0.06 0.29
H -8.4725 -11.7440 2.3019 -0.09 -0.08 0.09
H -6.0309 -8.6306 -0.1060 0.19 0.27 -0.11
H 7.8915 9.2308 9.4798 -0.04 -0.21 0.00
C -8.8722 -11.0963 4.3346 0.01 -0.29 -0.13
O -4.5475 4.1516 -6.6058 -1.54 0.31 -0.12
O -8.2657 -9.7966 4.2143 0.01 0.74 0.20
C -1.6490 3.5573 -2.5351 1.75 -3.81 3.03
H -6.5721 -7.6440 1.2285 0.14 0.23 0.11
H 4.9382 -0.0690 -1.7020 -2.25 -0.79 -0.04
H -8.3661 5.9024 -6.0701 0.40 -0.18 -0.03
C -6.0587 -7.6030 0.2694 -0.32 -0.63 0.23
C -6.7509 -6.7449 -0.7507 0.24 -0.02 -1.17
C 10.5549 5.5783 5.6453 -1.33 0.13 0.05
C -7.8123 -5.4113 1.0404 0.05 -0.02 0.37
H -1.3497 -0.5397 -1.0219 -0.27 2.81 -0.97
H -8.7012 -13.0650 3.4640 0.05 0.12 0.00
C 12.7516 5.0976 4.6173 0.21 -0.20 0.08
H -9.0309 -9.4852 1.3613 -0.07 -0.01 0.11
C 10.5820 7.5434 11.1871 1.68 0.48 0.34
H -0.5839 -4.0249 -8.1797 -0.08 0.05 -0.07
P -3.7972 -0.3736 -3.0129 -1.14 -1.54 -1.76
H 12.6444 2.9657 4.3000 0.12 0.15 0.01
C -0.2598 1.6900 -0.9013 -2.22 0.26 -1.31
N -2.6345 2.4631 -2.9715 2.96 -0.06 1.80
H 3.4436 0.5303 0.3722 -1.01 -1.58 -1.28
H 7.9030 3.7018 1.7442 -0.39 -0.13 0.04
C -2.0506 -7.1720 -3.0589 1.00 -1.33 0.66
H -4.4728 -5.3718 -2.3406 -0.04 0.03 -0.22
C -9.6119 -9.2092 2.2454 -0.69 0.16 0.04
B 0.6554 4.3899 -1.0516 1.35 1.22 0.20
H -8.5289 3.3103 -7.6967 -0.08 0.13 -0.03
O -8.2240 -7.6948 3.4385 -0.45 -1.92 0.18
O -6.6275 -6.9755 -1.9500 -0.37 0.70 1.77
H -0.3997 -2.6100 -10.2091 -0.34 0.22 -0.01
H 8.3019 1.6117 3.0293 0.01 0.18 -0.02
C 8.0858 2.5545 3.5425 -0.05 -0.20 0.14
O 0.3115 5.7100 -0.4824 -0.05 -1.64 -3.44
H 10.3835 6.8365 13.1747 0.01 0.33 -0.13
H 10.6684 6.1747 7.6753 -0.05 -0.27 -0.10
C -3.9062 -4.5191 -2.7237 -0.19 -0.35 0.29
H -2.3316 -4.0663 -4.1020 0.16 -0.32 0.09
H -4.0226 -7.2293 -3.9892 -0.13 0.11 0.26
O -3.9418 -0.3213 -4.7806 0.09 0.10 3.16
H 3.3505 0.4573 -2.5703 0.87 -1.46 1.72
H -5.0359 -7.2428 0.4094 -0.12 -0.03 0.02
C -0.4136 3.2156 -1.4754 -3.62 -2.56 -1.43
H 5.0557 2.3754 4.9119 0.01 0.12 -0.10
C 4.9160 3.2610 4.2861 -0.24 0.66 0.16
H -1.7217 4.6667 -2.9289 -0.36 -2.77 0.60
H 10.9402 4.4336 7.3993 0.06 0.11 -0.06
O -2.2341 -1.7308 -10.0369 -0.12 0.43 -0.39
H -4.8708 -0.0496 -5.0431 1.35 -0.38 0.88
H -3.2727 0.3740 -7.7254 -0.17 -0.25 -0.10
N 0.7877 1.1740 0.0546 -1.29 0.71 -4.25
C -5.6633 4.3291 -7.0858 0.17 -0.23 0.24
H -3.6912 -1.3421 -7.4780 0.14 0.06 -0.05
H -7.8473 5.7844 -7.7398 0.11 -0.17 0.07
H 12.7550 3.4192 5.9936 0.12 0.08 -0.04
H -7.0063 -4.4645 2.8059 0.01 -0.07 -0.13
H -9.0058 3.5009 -6.0167 -0.03 0.19 -0.09
H 7.6944 8.6758 11.1348 -0.07 -0.11 -0.07
H 3.9456 3.7133 4.5130 0.09 -0.33 -0.05
O 3.8959 2.4496 2.3002 1.65 0.32 0.43
C -3.4131 -7.7691 -3.2664 -0.10 -0.27 -0.60
H 5.6654 4.0113 4.5324 0.15 -0.21 0.03
O -7.4395 -5.6609 -0.3272 -0.11 -0.26 -0.80
H -6.7389 4.5534 -8.9700 -0.13 -0.19 0.13
C 2.9846 -0.2742 -0.3482 0.16 -0.86 -0.90
H 14.1959 3.5301 4.9643 -0.12 0.03 -0.01
C -2.8807 -4.9492 -3.7541 -0.27 -0.03 0.22
H 1.3155 0.0746 -1.8611 -0.05 -0.27 2.61
H -0.5452 -1.5788 -8.7998 -0.16 -0.02 0.00
C 11.1439 5.4386 7.0199 0.19 0.58 0.32
C -1.3942 0.5812 -1.4166 -0.75 3.35 -1.66
O -1.9053 -5.8322 -3.1705 0.63 0.10 -0.17
H -8.1342 -6.3316 1.5365 0.21 0.12 -0.06
C -8.6744 -8.8338 3.3572 0.64 0.98 0.02
H -10.2343 -8.3401 2.0109 0.31 -0.08 -0.06
C -2.9898 -0.6565 -7.9611 0.29 0.53 0.30
H -8.6907 -4.7561 1.0082 0.19 -0.16 -0.32
H 3.0807 -1.3779 0.0956 -0.08 2.71 -0.60
O -1.1048 -7.8750 -2.7154 -1.39 1.71 -0.61
O 9.3758 5.8859 5.4978 1.90 -0.59 -0.26
C -8.9024 4.0341 -6.9675 0.07 -0.25 -0.03
H -10.2986 -10.0134 2.5040 0.19 -0.13 -0.10
C 7.6287 8.3606 10.0901 0.01 0.20 0.15
O -2.9671 -1.9010 -2.6660 0.90 4.70 -1.62
H -4.6097 -3.8020 -3.1559 0.07 -0.12 0.08
H -8.6479 -11.4512 5.3473 0.06 0.38 -0.17
C -2.5902 1.0301 -2.4853 4.97 1.45 2.44
C -6.6964 -4.7055 1.7852 0.22 0.01 -0.03
O 11.3235 5.2719 4.5757 -0.52 0.39 -0.26
C 2.2642 4.0671 -1.3379 0.19 -0.49 0.12
H -9.9621 -11.0316 4.2668 0.13 0.09 -0.10
H 2.6692 5.0059 0.7717 1.28 -1.26 -1.61
H -2.0003 -1.7549 -2.9565 -1.83 -0.56 0.47
H 3.6492 3.3548 0.3909 -1.13 2.49 -0.82
H 6.5931 8.0806 9.8774 0.11 0.02 0.01
O 11.7957 7.7182 11.2449 -2.23 -0.34 -0.58
H -1.9812 -4.2727 -9.2534 0.17 0.12 0.03
S -5.5384 -0.2779 -2.1494 1.59 0.06 -0.54
H 12.2128 5.6411 7.0612 -0.01 -0.23 -0.01
H 7.5201 2.3017 4.4431 0.08 0.13 -0.03
H 2.4258 2.9179 -1.5972 -0.32 2.47 0.05
C 8.5656 7.2054 9.7967 -0.21 0.15 0.03
C 3.2339 4.3833 -0.0500 0.81 -0.23 -0.25
H -3.1912 3.5732 -5.1507 -0.54 -1.05 1.56
H 13.1195 5.3048 3.6055 -0.37 0.06 0.16
C -1.4696 -3.5493 -8.6101 -0.19 -0.08 0.11
H -9.8907 4.3728 -7.2909 0.13 -0.02 0.05
C -5.9515 3.9571 -8.5121 0.27 0.50 -0.46
C 4.9216 2.8526 2.8408 -0.57 -0.57 -0.26
H 1.6022 1.8144 0.1677 -1.15 0.04 0.00
H 9.5092 8.3544 12.8383 0.02 -0.13 -0.06
O -6.6787 4.7797 -6.3147 1.13 0.03 0.15
C -3.0643 -0.8392 -9.4500 -1.25 0.57 -0.87
H -3.4127 -4.0547 -1.8636 -0.08 -0.08 -0.24
C -7.9577 5.2099 -6.8155 -0.49 -0.07 -0.15
H -3.3371 -5.3960 -4.6421 0.02 -0.07 0.16
O 6.0964 2.8522 2.1711 -0.92 -0.02 -0.45
H 8.8729 6.7734 12.3021 -0.11 0.22 -0.04

Record 2
156
Properties=species:S:1:pos:R:3:forces:R:3 method="wB97M-V/def2-TZVPD" charge=+3 spin_multiplicity=1 total_energy_ha=-4976.4656
H -3.2940 2.7094 -4.7625 -0.03 -0.33 -0.09
H -1.1030 8.0690 -0.4468 -0.03 -0.18 0.25
H 0.8379 9.0581 2.8349 0.37 0.03 0.13
H 5.2595 -7.4378 7.4564 0.10 -0.28 -0.22
O -4.3380 1.0612 8.6820 1.16 -0.10 -2.28
H 5.8701 -4.5982 -1.8924 0.66 -0.64 -0.42
H -9.4432 -0.0383 1.3746 -0.09 0.17 -0.54
O -3.3594 0.1586 5.7707 -0.60 0.06 1.19
C 9.8576 -8.5769 -3.2202 0.82 -0.92 1.23
O 3.8616 -1.4766 3.5054 2.07 1.33 -0.90
C -7.7796 3.5414 -7.8774 0.75 0.76 -0.20
H 2.5247 -8.4539 5.1927 -0.48 -0.34 0.10
H 2.9545 -5.7125 3.3752 -0.10 -0.18 0.29
S -4.2362 -0.6908 6.5483 0.03 -3.50 -1.43
H -0.1852 -1.6025 -0.2046 0.67 0.27 0.02
C 2.2123 -6.5102 3.3444 -0.58 -1.21 0.97
H 3.8131 1.1582 -5.2776 -0.33 0.00 -0.68
H -0.7895 -7.3093 2.3492 -0.02 0.07 -0.01
C 6.6436 -8.2679 -1.4019 2.73 -1.43 -0.23
H -7.5696 6.0364 -1.5947 -0.19 -0.16 -0.28
C 3.3686 5.1899 -4.0916 -0.04 -1.96 -0.90
H 0.6536 8.1884 -0.3430 -0.02 0.22 -0.05
H 4.4576 7.7109 -5.7170 -0.78 -0.53 -0.18
H 5.1108 -5.7360 -0.7841 0.27 -0.17 0.00
H 3.1495 8.9124 5.1456 -0.51 0.54 -0.33
H -8.6639 1.9007 -0.4562 -1.25 -0.71 0.32
H -3.7593 -0.0133 -4.5429 -0.34 0.33 0.04
H -8.2205 2.5453 -7.8402 0.19 0.02 -0.57
H 6.2596 5.2894 -5.9815 -0.01 -0.64 0.57
C 2.2466 -7.5711 5.7684 -0.32 0.09 -1.66
C 7.6368 -7.4593 -3.2434 0.05 -1.49 2.57
H 1.1338 -6.7181 1.3904 0.80 0.00 0.11
N -6.8149 1.8093 0.2391 1.31 0.97 0.62
S 6.7363 -1.5988 4.1860 4.46 -6.44 4.21
F -6.5144 1.4653 8.3790 -1.30 0.85 0.05
C 3.0593 6.6441 2.9923 -2.58 -1.36 -1.45
H 2.6867 -7.4767 3.1744 0.15 0.06 -0.01
H 3.7668 -7.4995 8.2734 -0.23 -0.56 0.07
H 4.2238 -6.9388 5.3448 0.12 0.16 0.03
H 1.8365 5.1127 1.7542 0.25 0.08 0.11
H 1.6996 3.6940 -3.4926 0.14 0.20 0.15
O -1.2523 1.0834 -0.6524 0.59 -0.66 1.10
C -6.1208 2.2864 1.5594 -0.48 -0.39 -0.84
H -5.5700 0.1696 0.6234 0.31 0.04 -0.50
H -3.3385 -0.3469 -6.1995 -0.17 -0.01 -0.13
O -5.1854 2.4040 6.6765 0.95 -1.92 0.69
H -6.6251 3.2194 1.8109 0.46 -0.09 0.19
H -5.0364 2.3468 1.4677 -0.12 0.28 -0.47
C -4.5713 3.5781 -6.4293 1.23 -1.80 2.67
H -6.2909 1.5317 2.3273 -0.30 0.12 -0.11
N 1.0991 7.0950 2.0187 -0.03 0.13 1.12
H 0.4297 -8.2218 3.9340 -0.56 -0.40 0.44
N -4.5118 1.3582 -5.9824 -1.01 2.51 -2.29
H -0.6571 -1.4411 1.5181 0.42 -0.31 0.13
C 1.9987 6.0856 2.1942 2.61 1.61 1.49
H 5.0457 3.1927 -6.0617 0.06 -0.35 0.43
N 8.5707 -8.2768 -2.6040 -3.09 1.61 -1.03
C -6.4678 2.7722 -0.9634 -0.38 -0.49 1.78
H -6.7281 2.2489 -1.8834 -0.72 0.13 0.08
H -7.9991 0.1906 2.2202 0.08 1.08 0.21
C -5.3736 1.5770 -7.0537 1.18 2.82 1.88
C -7.5807 -0.5154 0.2946 -0.25 0.00 -0.91
F 7.9822 -1.3522 5.2328 -0.72 0.96 -1.00
H 2.2943 -4.8491 5.3314 -0.33 0.45 -0.32
H -0.7028 -7.2178 4.9594 0.60 -0.10 0.50
O 5.2308 -0.5837 1.5606 -0.96 0.38 3.90
H 6.1574 6.1107 -4.4085 -0.25 0.11 -0.07
C -6.3655 0.4036 -0.0841 -0.85 -1.23 1.08
H 3.0646 1.2000 -3.8147 -1.13 -0.15 0.07
C 1.2965 -5.2878 5.3392 0.88 -0.63 0.17
H -5.9754 3.1485 -9.1759 -0.76 -0.26 -0.22
H 1.1589 -5.1539 2.1934 -0.26 0.00 -0.39
N 2.6936 7.9263 3.3290 -2.00 -0.91 -1.37
S -5.1973 1.2003 7.5163 -3.04 6.30 4.60
C -8.4258 0.3238 1.2261 0.13 -0.15 -0.32
H -5.9058 4.6251 -8.4041 -0.23 0.17 0.58
H -6.5507 4.6321 0.1085 0.39 0.03 -0.14
N -5.8214 -0.0638 6.9215 4.34 -3.21 -2.20
N -5.4138 2.9741 -7.2691 0.31 -4.09 0.90
H 3.9398 6.1536 3.3803 -0.03 0.21 -0.09
N 6.2024 -0.2152 4.0145 -3.94 2.30 -2.16
H -4.5538 4.6555 -6.3569 0.34 -0.13 -0.05
F -4.7639 -1.6375 5.3333 -0.14 -0.21 0.64
C 2.9612 1.6461 -4.8038 1.49 -0.60 0.46
H -5.0543 -0.5369 -5.6934 0.38 -0.49 0.27
H -6.1835 5.2283 -2.3235 0.17 0.18 0.03
H -5.3781 2.7841 -0.9859 0.07 0.27 0.21
C -7.0932 4.1479 -0.7035 -0.01 0.13 0.52
H 7.6924 -6.9774 -4.2083 0.38 0.00 0.20
H 5.3630 -6.2383 -3.7961 0.16 -0.69 -0.18
C -7.1733 5.0669 -1.8965 0.79 -0.25 -0.46
C 4.2339 -7.7846 7.3307 0.20 0.09 0.40
C -0.7418 0.4403 0.5328 -1.82 1.16 -2.11
H 1.0709 -5.3899 6.4007 -0.50 -0.17 -0.17
H 2.0292 1.5375 -5.3585 0.14 -0.11 0.41
H -8.2351 4.2167 -8.6017 -0.48 -0.51 -0.15
O -3.6395 -1.6189 7.5102 -1.44 1.74 -1.58
C 5.2992 -6.6889 -2.8057 0.24 2.16 1.24
H 8.4885 -9.4475 -0.7843 -0.15 -0.02 -0.14
N 4.4828 4.9266 -4.9060 -1.29 -2.89 0.27
C 5.1706 -5.4317 -1.8291 -1.06 -0.77 0.10
H 3.4464 -5.9937 6.6395 0.13 0.15 -0.32
C 5.0490 6.9599 -6.2407 1.18 -0.19 1.22
C 3.5400 8.7896 4.1354 0.86 0.04 0.88
H 0.5475 -4.6984 4.8103 0.20 -0.14 -0.01
F 4.1377 0.8688 3.2704 0.71 -0.42 -0.44
H -8.0300 3.9840 -6.9133 0.51 0.14 0.16
H -7.7403 4.5831 -2.6918 -0.41 0.33 0.02
S 4.8749 -0.5362 3.0177 -1.11 0.66 -2.00
H 3.2830 6.2134 -3.7576 -0.52 -0.31 0.30
H 4.4737 -7.3966 -2.7284 -0.12 0.38 -0.02
H 4.2035 -8.8574 7.1406 0.10 -0.01 0.28
H -6.0223 0.8403 -7.5042 0.23 0.10 -0.12
H -0.0375 6.0429 0.5893 0.47 -0.08 0.23
H 5.8297 -8.5980 -0.7734 0.11 0.50 0.08
H 4.2232 -4.9161 -1.9864 -0.27 -0.33 -0.33
H -1.3118 0.7337 1.4143 -0.63 0.12 0.40
H -0.9026 -5.6711 2.9326 -0.03 -0.11 0.70
C 7.9530 -8.8014 -1.4642 -1.13 1.29 -0.77
C -4.1367 0.0371 -5.5642 0.02 -0.97 0.08
C -6.2692 3.6117 -8.2340 -0.64 -0.06 -0.75
C 1.0904 -6.2284 2.3632 0.13 1.31 -1.18
H -8.6227 2.4955 1.2467 0.20 0.20 -0.35
H -7.2862 -1.4854 0.6951 0.19 0.21 0.05
O 5.9969 -2.5202 5.0469 -0.01 0.94 -1.61
O 7.4354 -2.1541 3.0588 -0.65 0.08 -0.19
H -6.0463 0.2848 -1.1195 0.06 0.26 0.22
C -8.3041 1.7149 0.5558 0.82 -0.20 0.64
H -0.9773 6.7281 1.8454 0.02 0.48 0.13
H 4.4785 8.2831 4.3603 -0.07 -0.41 -0.46
N 3.3557 3.0309 -4.6303 1.35 1.07 -2.49
H 4.6507 6.4773 -7.1332 -0.59 0.32 0.26
N 6.5131 -7.4463 -2.4773 1.01 -0.01 -1.65
C -0.2640 8.1500 0.2442 0.20 -0.43 0.72
C 4.4300 3.6075 -5.2773 -1.50 1.43 1.75
H 0.2292 0.8557 0.8022 0.84 -0.58 -0.20
N 1.4798 -6.6767 4.7200 -0.35 1.60 -0.02
C 0.1109 -7.2236 4.2342 0.73 -0.76 0.67
C -3.9836 2.5666 -5.5813 -1.47 1.77 -1.95
H -8.0992 4.1303 -0.2844 -0.15 -0.71 -0.15
H 5.8578 7.6001 -6.5929 0.50 -0.43 0.03
C 1.4443 8.1669 2.7679 1.66 -0.68 -0.25
C -0.2714 -6.5597 2.9472 0.30 0.19 -0.24
C -0.1231 6.9402 1.2023 -0.48 0.41 -0.76
H 9.7462 -9.0780 -4.1817 -0.07 0.51 -0.04
H 10.5372 -7.7258 -3.1769 -0.38 0.16 -0.51
H 10.3389 -9.3026 -2.5645 -0.03 -0.14 -0.04
H 1.4880 -7.8201 6.5104 0.30 0.13 0.22
C 5.5923 5.8005 -5.2874 -0.49 1.84 -1.85
H -8.2477 -0.7107 -0.5452 0.45 -0.14 -0.51
H -1.7869 -1.5321 0.2357 -0.63 0.78 -0.01
C 3.5882 -6.9933 6.2286 -0.96 0.89 -0.25
H -0.3695 9.0695 0.8200 -0.04 0.08 -0.21
H 3.8568 9.6997 3.6260 -0.65 0.08 0.09
C -0.8306 -1.0828 0.5035 0.35 -0.52 0.23
C 2.6185 3.9642 -3.9917 2.12 3.11 0.37